This record from OMol25 describes a 22-piece molecular cluster, C10H61N2O31P overall. The level of theory is wB97M-V/def2-TZVPD.

Output
**DFT total energy**: -87098.207 eV
**HOMO energy**: -8.62 eV
**Kohn-Sham gap**: 7.813 eV
**Total charge**: 0
**LUMO energy**: -0.8039 eV

```
105
Properties=species:S:1:pos:R:3:mulliken_charge:R:1
C 0.2857 4.5446 0.7778 -0.86
C -0.4186 4.9903 -0.4967 -0.16
O -1.8197 5.0018 -0.2632 -0.31
C -2.6212 4.9878 -1.4377 -0.38
C -3.5048 3.7467 -1.5655 -0.32
O -4.0690 3.3754 -0.3188 -0.18
C -4.9577 2.2686 -0.4594 -0.84
C -5.1022 1.5145 0.8658 0.13
O -4.5968 0.1712 0.7363 -0.48
C -4.0140 -0.4624 1.8476 -1.08
C -2.4566 -0.6843 1.7530 1.35
O -2.0794 -1.9919 2.0929 -0.34
N -2.7706 -3.0136 1.2810 0.19
O -3.2219 -3.8037 1.9809 -0.29
O -1.8090 0.1147 2.7705 -0.52
C -1.8432 1.3715 2.2721 0.26
O -1.9836 2.3338 2.8839 -0.49
O -1.7120 1.3163 0.9268 -0.22
C -1.8105 -0.0636 0.5028 -0.03
P -0.1084 -0.5637 0.0128 0.63
N 0.3599 0.3252 -1.1558 -0.45
O -0.1832 -2.1509 -0.1691 -0.46
O 0.7955 -0.4234 1.3382 -0.54
H 1.2794 5.0125 0.8502 0.38
H 0.4320 3.4560 0.8056 -0.05
H -0.3014 4.8319 1.6617 0.26
H -0.0618 5.9971 -0.7630 0.31
H -0.1783 4.2976 -1.3279 0.31
H -1.9765 5.0361 -2.3369 0.41
H -3.2499 5.8886 -1.4625 0.02
H -4.3109 4.0165 -2.2774 0.32
H -2.9488 2.8906 -2.0045 0.27
H -5.9430 2.6467 -0.7897 0.30
H -4.5736 1.5786 -1.2311 0.38
H -6.1744 1.4460 1.1124 0.59
H -4.5977 2.0652 1.6691 -0.21
H -4.5098 -1.4445 1.9332 0.53
H -4.1946 0.0695 2.7968 0.37
H -2.4180 -0.1761 -0.4014 0.47
H 0.5800 -0.2087 -1.9935 0.11
H 0.6993 -2.5537 -0.0880 0.32
H 1.1600 0.4828 1.3389 0.31
O -8.0029 1.1812 -0.6238 -0.55
H -8.7736 1.4018 -1.1563 0.26
H -8.1955 0.3123 -0.2574 0.29
O 3.3252 -1.0538 2.6220 -0.62
H 4.0044 -1.6674 2.3104 0.37
H 2.5315 -1.2807 2.1274 0.32
O -0.0757 -2.0355 4.5906 -0.68
H -0.6261 -1.5642 3.9563 0.41
H -0.3866 -2.9491 4.5642 0.31
O -0.1671 -5.0365 4.6305 -0.65
H 0.5755 -5.5369 4.2786 0.31
H -0.9466 -5.3856 4.1864 0.32
O -5.4068 3.1016 3.7036 -0.58
H -4.4647 3.2969 3.6004 0.31
H -5.7780 3.8947 4.1016 0.28
O 0.5379 -1.7251 -3.4914 -0.52
H 1.2155 -2.2950 -3.8685 0.25
H -0.2659 -1.9834 -3.9557 0.24
O 5.1296 -3.3727 2.0683 -0.67
H 5.2908 -4.1500 1.5181 0.30
H 5.9291 -3.3218 2.6100 0.31
O 2.8885 2.0328 -2.5690 -0.61
H 2.9861 1.1077 -2.8231 0.32
H 2.3005 1.9715 -1.8021 0.29
O 6.9505 -4.3084 0.0438 -0.63
H 7.0290 -4.7279 -0.8240 0.33
H 6.7342 -3.3853 -0.1228 0.34
O -5.1788 6.6798 -2.7553 -0.58
H -5.8562 6.6199 -3.4351 0.27
H -5.2155 7.5882 -2.4286 0.29
O -5.5211 8.3345 -0.4799 -0.65
H -5.1797 7.7527 0.2084 0.32
H -5.0748 9.1765 -0.3424 0.32
O -1.4118 -3.9247 -4.6462 -0.62
H -1.3048 -4.8379 -4.9294 0.28
H -1.9618 -3.9605 -3.8555 0.34
O 1.9297 1.6416 -5.4519 -0.60
H 1.2571 2.2930 -5.2270 0.32
H 2.5780 1.7515 -4.7485 0.25
O -2.9225 -1.3972 -4.9287 -0.62
H -2.2271 -1.9529 -5.3001 0.33
H -3.7221 -1.6897 -5.3773 0.30
O 6.5757 -4.6758 4.3496 -0.59
H 6.6877 -5.6015 4.0941 0.35
H 5.9929 -4.7096 5.1139 0.25
O 6.6792 -6.3449 -2.0609 -0.65
H 7.4228 -6.8634 -2.3847 0.30
H 5.9499 -6.6095 -2.6337 0.31
O 9.3871 -5.2480 4.7354 -0.63
H 8.7127 -4.6076 4.4715 0.34
H 10.2300 -4.8627 4.4789 0.30
O 4.6849 3.6154 -5.2259 -0.63
H 4.7714 2.7212 -5.5694 0.31
H 4.0917 3.5375 -4.4696 0.33
O 6.3366 -7.7020 4.9358 -0.60
H 6.4609 -8.6138 4.6552 0.30
H 5.7605 -7.7533 5.7051 0.30
O 5.0341 -8.5105 -3.6611 -0.62
H 5.1980 -9.3954 -4.0024 0.31
H 4.3938 -8.6378 -2.9528 0.32
O 0.6468 8.1278 0.1697 -0.58
H -0.0650 8.7366 0.3902 0.29
H 1.4498 8.5637 0.4723 0.29
```

***

This record from OMol25 describes C47H51F4N8O5PPdS as an isolated structure. The level of theory is wB97M-V/def2-TZVPD.

Output
**DFT total energy**: -106200.014 eV
**HOMO energy**: -1.67 eV
**Kohn-Sham gap**: 5.069 eV
**Total charge**: -2
**LUMO energy**: 3.3985 eV

```
118
Properties=species:S:1:pos:R:3:mulliken_charge:R:1
Pd -6.8751 -17.5668 -13.2740 -0.21
O -4.6753 -19.0436 -15.0598 -0.64
C -5.7587 -18.9501 -15.6037 0.35
C -5.9057 -19.2619 -17.0456 -0.74
C -7.3271 -18.8033 -17.4117 -0.42
C -7.8611 -18.2157 -16.1275 -0.22
O -8.8792 -17.5731 -16.0180 -0.69
N -6.8968 -18.3596 -15.1350 0.98
H -5.8500 -20.3402 -17.0823 0.32
H -5.0521 -18.9025 -17.7102 0.27
H -7.9824 -19.6275 -17.7405 0.30
H -7.2994 -18.0325 -18.2205 0.21
F -6.8370 -24.1400 -10.2669 -0.40
C -5.6247 -23.6278 -10.5260 -0.13
C -4.5444 -24.1408 -9.8023 0.09
F -4.8705 -24.9726 -8.8107 -0.37
C -3.2602 -23.5956 -9.8144 0.36
C -3.1066 -22.5879 -10.7658 0.55
C -4.1580 -22.1236 -11.5092 0.47
F -3.8967 -21.1012 -12.3036 -0.42
C -5.4806 -22.5739 -11.4177 0.69
C -6.5710 -21.9274 -12.0610 0.28
C -6.6541 -20.5551 -12.3641 -0.06
N -6.7497 -19.4295 -12.5705 -0.65
C -7.7372 -22.6797 -12.3247 -0.20
N -8.7392 -23.1730 -12.6368 -0.67
F -1.9144 -22.0652 -11.1095 -0.40
C -2.2153 -23.9496 -8.8583 0.07
C -2.2718 -25.1056 -8.0993 0.15
N -2.1857 -26.1006 -7.5376 -0.75
C -1.0958 -23.1518 -8.6317 0.15
N -0.0600 -22.6156 -8.4873 -0.79
N -10.0232 -19.3154 -12.4430 -0.43
C -10.9139 -19.8480 -12.9572 0.30
N -11.8929 -20.4630 -13.6567 0.04
C -11.6259 -21.9060 -13.9203 -0.95
C -12.0291 -22.7964 -12.7927 -0.33
C -13.4680 -22.5812 -12.2862 -0.83
C -13.6572 -21.1080 -11.9394 -0.43
C -13.2577 -20.2858 -13.1468 -0.93
H -10.5633 -22.0589 -14.0522 0.42
H -12.1404 -22.2087 -14.8350 0.38
H -11.2961 -22.6875 -11.9958 0.22
H -11.8472 -23.8380 -13.1302 0.43
H -13.8230 -23.3000 -11.5275 0.34
H -14.1487 -22.8054 -13.1492 0.30
H -12.9759 -20.8411 -11.1399 0.28
H -14.6731 -20.8508 -11.7063 0.40
H -13.4608 -19.1494 -13.1065 0.39
H -13.8624 -20.5740 -14.0113 0.38
O -3.6973 -14.4461 -16.7060 -0.69
S -5.0716 -14.6851 -17.0104 1.14
O -5.4708 -14.9035 -18.3871 -0.71
N -5.6803 -15.7024 -15.8911 -0.18
C -6.4751 -15.1060 -15.0460 0.27
O -6.9457 -15.6357 -13.9825 -0.52
C -6.7586 -13.6504 -15.3827 0.28
C -7.6441 -12.8095 -14.6895 -0.41
C -7.7269 -11.5193 -15.1132 -0.53
C -6.9429 -11.0847 -16.1725 -0.45
C -6.0750 -11.9244 -16.8518 -0.52
C -6.0317 -13.2746 -16.4863 -0.09
H -8.2187 -13.2151 -13.8614 0.45
H -8.2674 -10.7545 -14.5177 0.31
H -6.9056 -9.9636 -16.3849 0.25
H -5.4989 -11.5256 -17.7314 0.35
C -10.8580 -16.0286 -9.4276 -1.33
C -9.5737 -15.9348 -8.6052 -0.45
C -8.4585 -15.1666 -9.3465 -1.24
C -8.1316 -15.6257 -10.7838 0.58
C -9.4021 -16.0263 -11.5832 -0.95
C -10.4978 -16.7802 -10.7822 -0.38
P -6.6779 -16.7438 -11.1420 0.82
C -6.3532 -17.7553 -9.6925 1.23
C -7.3274 -18.8933 -9.3147 0.31
C -7.0278 -19.5065 -7.9988 -1.00
C -5.5141 -19.3833 -7.6215 -1.02
C -4.6902 -19.6027 -8.9271 -0.36
C -4.9578 -18.4042 -9.8205 -0.66
C -5.3177 -15.5290 -11.1727 0.19
C -3.9764 -16.0727 -11.9445 -0.38
C -2.7297 -15.5309 -11.3232 -1.01
C -2.8873 -14.0155 -11.1206 -0.76
C -4.0497 -13.7478 -10.1135 -0.89
C -5.0285 -14.8309 -9.8467 -0.37
H -11.3855 -15.0511 -9.6094 0.40
H -11.6051 -16.5229 -8.8465 0.49
H -9.1794 -16.9463 -8.3766 0.03
H -9.6264 -15.4225 -7.6574 0.48
H -7.5518 -15.1809 -8.6834 0.35
H -8.7601 -14.1040 -9.4431 0.51
H -7.7653 -14.7717 -11.2969 0.84
H -9.1373 -16.5438 -12.4716 0.11
H -9.7928 -15.0452 -11.8841 0.59
H -10.1240 -17.7661 -10.4525 0.02
H -11.3757 -16.8371 -11.4243 0.44
H -6.4483 -17.0625 -8.9046 1.49
H -7.2907 -19.6325 -10.1046 -0.48
H -8.3391 -18.5489 -9.3075 -0.24
H -7.3449 -20.5762 -7.9785 0.39
H -7.5298 -19.0488 -7.1229 0.31
H -5.2178 -20.1452 -6.8996 0.50
H -5.3691 -18.3636 -7.2132 0.34
H -4.9661 -20.4678 -9.4870 -0.32
H -3.6189 -19.6451 -8.6904 0.58
H -4.9182 -18.7253 -10.8733 -0.36
H -4.2107 -17.6266 -9.6890 -0.22
H -5.7033 -14.7495 -11.8757 0.55
H -4.0725 -15.7064 -12.9490 0.57
H -3.9084 -17.2094 -11.9457 -0.33
H -1.8874 -15.7822 -11.9980 0.51
H -2.5414 -15.9933 -10.3683 0.31
H -3.0808 -13.6076 -12.1063 0.35
H -1.9163 -13.6314 -10.7568 0.43
H -4.6277 -12.8784 -10.4864 0.25
H -3.5994 -13.4477 -9.1697 0.48
H -5.9810 -14.4385 -9.3619 -0.34
H -4.6069 -15.5772 -9.1668 0.26
```

***

This record from OMol25 describes C35H43AuClN2O4Si4Te as an isolated structure. The level of theory is wB97M-V/def2-TZVPD.

Output
**DFT total energy**: -103182.862 eV
**HOMO energy (alpha / beta)**: -4.08 / -4.87 eV
**Multiplicity**: 3
**Kohn-Sham gap (alpha / beta)**: 6.306 / 5.138 eV
**Total charge**: -1
**LUMO energy (alpha / beta)**: 2.2257 / 0.2693 eV

```
91
Properties=species:S:1:pos:R:3:lowdin_spin:R:1
Au 1.9865 -0.8699 -2.1831 0.07
O 3.4412 5.1632 -2.9935 0.00
C 2.1309 5.2804 -3.1267 0.00
O 1.4954 6.3037 -3.4188 0.00
C 1.3515 4.0036 -2.9787 0.00
C -0.0746 3.9605 -2.9662 0.00
Cl -1.2753 5.1324 -2.9389 0.00
N -0.4987 2.6794 -2.9233 0.00
N 0.5280 1.8140 -2.7800 0.00
C 1.6420 2.5245 -2.8733 0.01
C 3.0609 1.9580 -2.7628 0.01
O 4.0254 2.7367 -2.8007 0.00
O 3.2945 0.6826 -2.8127 0.02
C -1.8377 2.1858 -2.9994 0.00
C -2.7980 2.5651 -3.9453 0.00
C -4.0901 1.9907 -3.9386 0.00
C -4.5042 1.1718 -2.8861 0.00
C -3.5844 0.8493 -1.8368 0.00
C -2.2487 1.1661 -2.0625 0.01
H 3.7631 4.1745 -2.9273 0.00
H -2.4623 3.2609 -4.7249 0.00
H -4.8071 2.2788 -4.7089 0.00
H -5.5139 0.8336 -2.8156 0.00
H -3.8982 0.2658 -0.9616 0.00
H -1.4939 0.6592 -1.5440 0.02
C 4.8076 2.0026 2.8573 0.00
Si 3.1419 2.9610 2.7138 0.03
C 3.3697 3.9613 1.0639 0.01
C 2.9627 4.0152 4.2122 0.01
Si 1.1896 1.5370 2.4999 0.08
Te 1.0822 1.0410 0.0923 0.73
Si -0.7808 2.7428 2.9750 0.02
C -0.6804 3.0530 4.7867 0.00
C -0.8735 4.3367 1.9688 0.00
C -2.3462 1.7787 2.5128 0.01
Si 1.3703 -0.6960 3.2890 0.00
C 2.5393 -0.6268 4.7806 0.00
C 2.0328 -1.9260 2.0008 0.00
C -0.3255 -1.3743 3.8181 0.00
H 5.6164 2.7983 2.8343 0.00
H 5.0665 1.2520 2.0497 0.00
H 4.9204 1.4384 3.7891 0.00
H 3.5788 5.0440 1.3046 0.00
H 2.5548 3.8667 0.2711 0.01
H 4.2414 3.5223 0.6056 0.00
H 3.9716 4.2204 4.5944 0.00
H 2.4985 3.5524 5.1181 0.00
H 2.4576 4.9563 4.0907 0.00
H 0.0452 3.8900 4.9757 0.00
H -0.3910 2.1115 5.3172 0.00
H -1.6335 3.3602 5.2591 0.00
H 0.0865 4.8841 2.1190 0.00
H -1.7465 4.9978 2.2497 0.00
H -0.9392 4.0801 0.8479 0.00
H -2.4179 0.8066 3.0342 0.00
H -2.1795 1.3799 1.5026 0.01
H -3.3604 2.2890 2.5975 0.00
H 2.3753 0.2209 5.4726 0.00
H 3.5905 -0.6416 4.4328 0.00
H 2.4269 -1.5493 5.4018 0.00
H 3.0504 -1.6382 1.7895 0.00
H 1.5298 -1.9340 0.9812 0.00
H 2.0256 -2.9523 2.3700 0.00
H -0.6192 -0.9970 4.7568 0.00
H -0.1944 -2.4992 3.9586 0.00
H -1.0919 -1.3083 3.0347 0.00
C 0.8486 -2.3396 -1.8241 0.27
C -0.0521 -3.2558 -1.8738 0.05
C -1.0041 -4.2636 -1.8555 0.28
C -1.6956 -4.4803 -3.1483 0.01
C -2.0524 -3.3817 -3.9350 0.03
C -2.7474 -3.4889 -5.1071 -0.01
C -3.0130 -4.7886 -5.6304 0.05
C -2.6312 -5.9090 -4.9153 0.00
C -1.9937 -5.7553 -3.6620 0.05
C -1.0876 -5.2531 -0.8069 0.02
C -0.0963 -5.3150 0.1433 0.07
C -0.1711 -6.2097 1.2441 -0.01
C -1.2535 -7.0871 1.2983 0.06
C -2.2355 -7.0819 0.3105 -0.01
C -2.2052 -6.1473 -0.7304 0.06
H -1.7838 -2.3939 -3.5438 0.00
H -3.1489 -2.6067 -5.5683 0.00
H -3.4905 -4.8980 -6.6144 0.00
H -2.7218 -6.9236 -5.2950 0.00
H -1.7852 -6.6339 -3.1165 0.00
H 0.7654 -4.6754 -0.0092 0.00
H 0.5072 -6.2327 2.0285 0.00
H -1.3748 -7.7434 2.1798 0.00
H -3.0643 -7.7640 0.3558 0.00
H -3.0982 -6.0989 -1.3442 0.00
```

***

This record from OMol25 describes C45H58AsBrF6N2OP2RuSi2 as an isolated structure. The level of theory is wB97M-V/def2-TZVPD.

Output
**DFT total energy**: -236735.818 eV
**HOMO energy (alpha / beta)**: -11.04 / -11.43 eV
**Multiplicity**: 6
**Kohn-Sham gap (alpha / beta)**: 8.450 / 6.179 eV
**Energy above the lowest of the compared OMol25 structures with the same formula, charge and spin**: 0.00 kcal per mole
**Total charge**: +1
**LUMO energy (alpha / beta)**: -2.5879 / -5.2483 eV

```
119
Properties=species:S:1:pos:R:3:lowdin_spin:R:1
Ru 0.3613 0.3306 0.4180 2.74
C -0.9147 4.1009 -2.4814 0.01
Si -1.2457 2.2959 -2.0880 0.02
C -0.5140 1.2256 -3.4308 0.00
C -3.0791 1.9645 -1.9638 0.00
N -0.4705 1.9423 -0.5393 0.13
P -0.6036 2.8107 0.8273 0.07
C -0.2412 1.5208 1.9130 0.43
P -0.3903 0.1762 2.9676 0.09
N 0.2756 -0.9155 1.9533 0.20
Si 0.9941 -2.5228 2.2647 0.03
C -0.2553 -3.4827 3.2880 0.01
C 2.6168 -2.3596 3.1383 0.01
C 1.2189 -3.3448 0.6065 0.00
C 0.4548 0.3793 4.5132 0.01
C 1.3428 1.4384 4.6698 0.01
C 2.0627 1.5544 5.8503 0.00
C 1.8985 0.6153 6.8553 0.00
C 1.0146 -0.4495 6.6963 0.00
C 0.2883 -0.5703 5.5269 0.00
C -2.1148 -0.2022 3.2967 0.02
C -2.8487 -0.8552 2.3053 0.01
C -4.2122 -1.0413 2.4624 0.00
C -4.8476 -0.5719 3.6062 0.01
C -4.1206 0.0790 4.5933 0.00
C -2.7537 0.2656 4.4421 0.01
C 0.6735 4.0439 0.9814 0.02
C 0.6061 4.9636 2.0316 0.01
C 1.6421 5.8604 2.2181 0.00
C 2.7377 5.8421 1.3616 0.01
C 2.8053 4.9277 0.3233 0.00
C 1.7749 4.0191 0.1335 0.01
C -2.1888 3.5997 1.0677 0.01
C -3.2344 2.8597 1.6203 0.00
C -4.4994 3.4158 1.7127 0.00
C -4.7235 4.7058 1.2483 0.00
C -3.6843 5.4468 0.7016 0.00
C -2.4137 4.8985 0.6131 0.00
H -0.4496 4.1899 -3.4653 0.00
H -0.2333 4.5690 -1.7690 0.00
H -1.8361 4.6854 -2.4986 0.00
H -0.7511 1.6867 -4.3929 0.00
H -0.9350 0.2208 -3.4362 0.00
H 0.5740 1.1568 -3.3584 0.00
H -3.5353 1.9681 -2.9565 0.00
H -3.5907 2.7152 -1.3579 0.00
H -3.2701 0.9866 -1.5142 0.00
H 0.1626 -3.7747 4.2529 0.00
H -0.5478 -4.3978 2.7684 0.00
H -1.1730 -2.9220 3.4765 0.00
H 2.5395 -1.7508 4.0406 0.00
H 3.3749 -1.8977 2.5047 0.00
H 2.9698 -3.3520 3.4314 0.00
H 0.2729 -3.4570 0.0719 0.00
H 1.6228 -4.3454 0.7820 0.00
H 1.9326 -2.8151 -0.0274 0.00
H 1.5057 2.1447 3.8633 0.01
H 2.7664 2.3663 5.9692 0.00
H 2.4674 0.7037 7.7712 0.00
H 0.8978 -1.1793 7.4857 0.00
H -0.4050 -1.3943 5.4029 0.00
H -2.3511 -1.2219 1.4139 0.00
H -4.7782 -1.5533 1.6958 0.00
H -5.9121 -0.7194 3.7308 0.00
H -4.6151 0.4394 5.4852 0.00
H -2.1902 0.7776 5.2118 0.00
H -0.2523 4.9815 2.6932 0.00
H 1.5991 6.5734 3.0303 0.00
H 3.5513 6.5379 1.5166 0.00
H 3.6718 4.8969 -0.3221 0.00
H 1.8346 3.2866 -0.6625 0.00
H -3.0640 1.8504 1.9744 0.00
H -5.3085 2.8438 2.1469 0.00
H -5.7122 5.1392 1.3191 0.00
H -3.8620 6.4542 0.3510 0.00
H -1.6007 5.4817 0.2009 0.00
C 3.0850 -2.3791 -6.5083 0.02
C 2.5731 -3.4902 -5.5765 0.03
C 1.6782 -4.4329 -6.3804 0.00
C 3.7656 -4.2933 -5.0286 0.02
C 1.8440 -2.8481 -4.4115 0.21
C 2.5584 -1.9614 -3.5695 0.01
C 1.9472 -1.3671 -2.5181 0.12
Br 2.8937 -0.2412 -1.3671 0.05
C 0.5431 -1.6021 -2.2285 0.15
O -0.0409 -0.9893 -1.2992 0.29
C -0.1800 -2.5520 -3.0607 0.15
C 0.4965 -3.1093 -4.1211 0.00
C -1.6320 -2.9788 -2.8207 0.01
C -2.4590 -2.6386 -4.0729 0.01
C -1.6410 -4.5043 -2.6040 0.01
C -2.3379 -2.3481 -1.6147 0.00
H 3.6113 -2.8292 -7.3508 0.00
H 3.7811 -1.7079 -6.0054 0.00
H 2.2589 -1.7846 -6.9012 0.00
H 2.2591 -4.8682 -7.1933 0.00
H 0.8306 -3.9102 -6.8271 0.00
H 1.3023 -5.2569 -5.7715 0.00
H 4.2947 -4.7626 -5.8588 0.00
H 3.4299 -5.0804 -4.3517 0.00
H 4.4790 -3.6654 -4.4956 0.00
H 3.6026 -1.7612 -3.7633 0.00
H -0.0321 -3.8011 -4.7581 0.00
H -2.0786 -3.1344 -4.9654 0.00
H -2.4674 -1.5629 -4.2588 0.00
H -3.4897 -2.9640 -3.9255 0.00
H -1.2492 -5.0456 -3.4645 0.00
H -2.6655 -4.8395 -2.4370 0.00
H -1.0459 -4.7785 -1.7309 0.00
H -2.4183 -1.2657 -1.6944 0.00
H -1.8367 -2.5890 -0.6766 0.00
H -3.3477 -2.7614 -1.5731 0.00
F 2.5040 0.9853 1.2673 0.06
As 4.1873 1.3355 1.8322 0.00
F 5.7821 1.6717 2.3305 0.00
F 4.4132 2.1280 0.3050 0.00
F 4.6427 -0.1684 1.1009 0.00
F 3.5698 2.8002 2.5169 0.00
F 3.8065 0.5105 3.2981 0.00
```

***

Calculated molar mass in order - 736.6; 1053.4; 1028.1; 1131.0 u